Entry from the Open Molecules 2025 dataset: an isolated molecule of C6H13NO (ωB97M-V/def2-TZVPD).

Properties
HOMO-LUMO gap ... 4.367 eV
Energy ... -366.16999 a.u.
Net charge ... 0
E_HOMO ... -7.04 eV
Energy relative to the best compared isomer or geometry (same formula, charge and spin) ... 165.6 kcal/mol

Structure (XYZ):
```
21
Properties=species:S:1:pos:R:3:lowdin_charge:R:1
C 0.63 -1.25 -0.30 -0.2687
C -0.20 -2.17 -1.09 -0.0189
C -0.46 -1.83 -2.51 -0.2528
O -1.73 -1.10 -2.69 -0.0877
C -0.21 -0.08 0.17 -0.3296
N 0.53 0.70 1.08 0.0355
C -0.14 1.91 1.50 -0.3080
C 0.92 2.63 2.38 -0.1098
H 1.04 -1.71 0.60 0.1105
H 1.58 -0.88 -0.74 0.1301
H -0.13 -3.25 -0.94 0.1006
H -0.45 -2.68 -3.19 0.1103
H 0.32 -1.12 -2.83 0.1209
H -1.03 -0.63 0.72 0.1450
H -0.60 0.44 -0.71 0.1291
H -2.20 -1.40 -1.89 0.0741
H -1.00 1.72 2.16 0.1167
H -0.42 2.50 0.61 0.1126
H 1.14 1.88 3.13 0.0646
H 0.61 3.59 2.79 0.0632
H 1.79 2.76 1.74 0.0625
```